Entry 1:
The following is a quantum chemistry calculation of the molecule C5H6O, from the OMol25 dataset.

Properties
Orbital gap, eV: 8.515
M, g/mol: 82.10
Relative energy (zero: lowest compared OMol25 entry of this formula, charge and spin), kJ/mol: 302.9
Highest occupied orbital energy, eV: -8.67

```
! RIJCOSX wB97M-V def2-TZVPD def2/J DEFGRID3
* xyz 0 1
O -1.6841 1.3861 0.9523
C -0.8728 0.6799 0.4105
C -1.1146 -0.2055 -0.8171
C -0.0240 -1.1966 -0.9714
C 1.0659 -0.6865 -0.0681
C 0.5844 0.4744 0.8206
H -2.1393 -0.5750 -0.9263
H -0.9334 0.4164 -1.7192
H 0.6275 0.2449 1.8925
H 1.8943 -0.4093 -0.7396
H 1.4634 -1.5428 0.4943
H 1.1329 1.4141 0.6714
*
```

Entry 2:
The following is a quantum chemistry calculation of the molecule C5H6O, from the OMol25 dataset.

Properties
Orbital gap, eV: 10.320
M, g/mol: 82.10
SMILES string: C=C=C(C)C=O
Relative energy (zero: lowest compared OMol25 entry of this formula, charge and spin), kJ/mol: 187.5
Highest occupied orbital energy, eV: -9.68

```
! RIJCOSX wB97M-V def2-TZVPD def2/J DEFGRID3
* xyz 0 1
C 1.8063 1.2524 0.3017
C 0.9311 0.3229 0.0208
C -0.2255 -0.2685 -0.1368
C -0.5618 -1.7097 -0.4158
C -1.2259 0.8235 0.1841
O -2.0424 0.7609 1.0676
H 2.2764 1.8425 -0.4783
H 2.0498 1.4720 1.3383
H 0.2841 -2.3643 -0.1880
H -0.8134 -1.8515 -1.4744
H -1.4239 -2.0364 0.1738
H -1.0547 1.7561 -0.3930
*
```

Entry 3:
The following is a quantum chemistry calculation of the molecule C5H6O at a distorted geometry, from the OMol25 dataset.

Properties
Orbital gap, eV: 10.384
M, g/mol: 82.10
SMILES string: C#C[C@H](C)C=O
Relative energy (zero: lowest compared OMol25 entry of this formula, charge and spin), kJ/mol: 362.9
Highest occupied orbital energy, eV: -10.14

```
! RIJCOSX wB97M-V def2-TZVPD def2/J DEFGRID3
* xyz 0 1
C -2.3740 -0.7919 -0.0837
C -1.1434 -0.4981 0.0138
C 0.2114 -0.0167 0.4033
C 0.4865 1.3880 -0.1379
C 1.2134 -1.0499 -0.0461
O 2.5183 -0.8729 -0.1142
H -3.2917 -1.1005 -0.4387
H 0.2949 -0.0852 1.4619
H 1.6275 1.4916 -0.2865
H -0.1667 1.5621 -1.2563
H -0.0892 2.0350 0.6805
H 0.7131 -2.0616 -0.1960
*
```

Entry 4:
The following is a quantum chemistry calculation of the molecule C5H6O at a distorted geometry, from the OMol25 dataset.

Properties
Orbital gap, eV: 10.387
M, g/mol: 82.10
SMILES string: O=C1C[C@H]2C[C@@H]12
Relative energy (zero: lowest compared OMol25 entry of this formula, charge and spin), kJ/mol: 209.5
Highest occupied orbital energy, eV: -9.36

```
! RIJCOSX wB97M-V def2-TZVPD def2/J DEFGRID3
* xyz 0 1
O 2.4182 -0.0546 -0.4379
C 1.2201 -0.0384 -0.3140
C 0.1511 0.8537 -0.9651
C -0.6853 0.5864 0.2864
C -1.0359 -0.8427 0.3083
C 0.3568 -0.5731 0.7597
H 0.4702 1.8811 -1.1507
H -0.2707 0.4394 -1.8880
H -0.4730 1.0899 1.2138
H -1.0680 -1.3557 -0.6468
H -1.7405 -1.2024 1.0467
H 0.6569 -0.7836 1.7876
*
```

Entry 5:
The following is a quantum chemistry calculation of the molecule C5H6O, from the OMol25 dataset.

Properties
Orbital gap, eV: 9.825
M, g/mol: 82.10
SMILES string: C=C[C@@H]1CC1=O
Relative energy (zero: lowest compared OMol25 entry of this formula, charge and spin), kJ/mol: 227.6
Highest occupied orbital energy, eV: -9.11

```
! RIJCOSX wB97M-V def2-TZVPD def2/J DEFGRID3
* xyz 0 1
C -1.8118 0.3500 0.1812
C -0.6617 0.9769 0.4151
C 0.5892 0.4624 -0.2272
C 0.6861 -1.1192 -0.2719
C 1.7786 -0.2979 0.2198
O 2.9697 -0.2288 0.3385
H -1.8152 -0.5577 -0.4210
H -2.7756 0.7028 0.5306
H -0.6256 1.9111 0.9745
H 0.8834 1.0670 -1.0911
H 0.0138 -1.4933 0.5006
H 0.7739 -1.7466 -1.1547
*
```

Entry 6:
The following is a quantum chemistry calculation of a cluster of 2 separate species, C5H6O in total at a distorted geometry, from the OMol25 dataset.

Properties
Orbital gap, eV: 11.123
M, g/mol: 82.10
Relative energy (zero: lowest compared OMol25 entry of this formula, charge and spin), kJ/mol: 279.0
Highest occupied orbital energy, eV: -10.05

```
! RIJCOSX wB97M-V def2-TZVPD def2/J DEFGRID3
* xyz 0 1
O -2.5067 -0.5596 -1.4942
C -2.8039 -0.8143 -0.4262
C -0.5301 -0.0637 0.9431
C 0.2151 -0.0739 -0.4173
C 1.6011 0.3964 -0.3299
C 2.7336 0.7880 -0.2189
H -1.8002 -0.4311 1.0116
H -0.0736 -0.7858 1.6201
H -0.4713 0.9317 1.4019
H 0.2203 -1.0856 -0.8395
H -0.3209 0.5627 -1.1277
H 3.7367 1.1352 -0.1229
*
```

Entry 7:
The following is a quantum chemistry calculation of the molecule C5H6O at a distorted geometry, from the OMol25 dataset.

Properties
Orbital gap, eV: 9.236
M, g/mol: 82.10
SMILES string: C=C1CC=CO1
Relative energy (zero: lowest compared OMol25 entry of this formula, charge and spin), kJ/mol: 122.8
Highest occupied orbital energy, eV: -8.18

```
! RIJCOSX wB97M-V def2-TZVPD def2/J DEFGRID3
* xyz 0 1
C -0.4700 -0.0978 2.0253
C -0.1110 -0.0562 0.7375
C 0.9569 -0.7705 -0.0272
C 0.6974 -0.3267 -1.4144
C -0.3349 0.5265 -1.4139
O -0.7785 0.8154 -0.0660
H -0.0847 -0.7735 2.7588
H -1.2294 0.6008 2.3826
H 1.9799 -0.5517 0.3378
H 0.8195 -1.8956 0.1817
H 1.1337 -0.6574 -2.3499
H -0.8212 1.1029 -2.2257
*
```

Entry 8:
The following is a quantum chemistry calculation of the molecule C5H6O2, from the OMol25 dataset.

Properties
Orbital gap, eV: 10.200
M, g/mol: 98.10
SMILES string: C=C=C(C=O)CO
Relative energy (zero: lowest compared OMol25 entry of this formula, charge and spin), kJ/mol: 199.0
Highest occupied orbital energy, eV: -9.95

```
! RIJCOSX wB97M-V def2-TZVPD def2/J DEFGRID3
* xyz 0 1
C 2.0496 -0.3115 -1.4796
C 1.0249 -0.1180 -0.6990
C -0.0782 0.0450 -0.0025
C -1.2971 0.2890 -0.8071
O -2.4242 0.2436 -0.3547
C -0.2228 -0.1213 1.5051
O -1.1676 0.7587 2.0548
H 2.2608 -1.3013 -1.8778
H 2.7162 0.5006 -1.7567
H -1.1179 0.5071 -1.8776
H -0.4769 -1.1717 1.7184
H 0.7327 0.0909 1.9923
H -1.9995 0.5889 1.5844
*
```

Entry 9:
The following is a quantum chemistry calculation of a structure of composition C5H6O2 at a distorted geometry, from the OMol25 dataset.

Properties
Orbital gap, eV: 10.554
M, g/mol: 98.10
Relative energy (zero: lowest compared OMol25 entry of this formula, charge and spin), kJ/mol: 279.6
Highest occupied orbital energy, eV: -9.81

```
! RIJCOSX wB97M-V def2-TZVPD def2/J DEFGRID3
* xyz 0 1
O -1.6788 2.4839 0.0981
C -1.3902 1.3569 0.4501
C 0.0208 0.8472 0.4837
O 0.1848 -0.2363 1.4036
C 0.9186 -0.9749 0.4288
C 0.1128 -1.3363 -0.7601
C 0.6225 0.0638 -0.6648
H -2.1569 0.6263 0.7776
H 0.7224 1.6829 0.6608
H 1.7281 -1.5960 0.8089
H 0.7399 -1.8684 -1.4715
H -0.9349 -1.6054 -0.7187
H 1.1110 0.5563 -1.4964
*
```

Entry 10:
The following is a quantum chemistry calculation of a structure of composition C5H6O2, from the OMol25 dataset.

Properties
Orbital gap, eV: 9.801
M, g/mol: 98.10
Relative energy (zero: lowest compared OMol25 entry of this formula, charge and spin), kJ/mol: 502.3
Highest occupied orbital energy, eV: -9.01

```
! RIJCOSX wB97M-V def2-TZVPD def2/J DEFGRID3
* xyz 0 1
O 2.2655 -1.3681 1.5479
C -0.2126 -0.3728 0.3610
C 0.2297 1.0788 -0.0571
O 0.5088 0.7900 -1.4167
C -0.2806 -0.3693 -1.2094
C -1.5834 -0.0001 -0.6547
C -1.2134 1.0479 0.1783
H 2.6017 -1.1208 0.6795
H 1.3011 -1.2853 1.4419
H 0.9172 1.7158 0.4869
H -0.1218 -1.2227 -1.8592
H -2.4981 -0.5779 -0.6288
H -1.7770 1.4709 0.9991
*
```

Entry 11:
The following is a quantum chemistry calculation of the molecule C5H6O2 at a distorted geometry, from the OMol25 dataset.

Properties
Orbital gap, eV: 10.522
M, g/mol: 98.10
SMILES string: C=C[C@@]12OC[C@@H]1O2
Relative energy (zero: lowest compared OMol25 entry of this formula, charge and spin), kJ/mol: 397.2
Highest occupied orbital energy, eV: -9.52

```
! RIJCOSX wB97M-V def2-TZVPD def2/J DEFGRID3
* xyz 0 1
C -2.3694 -0.1194 -0.1415
C -1.2861 0.6700 -0.2408
C 0.0653 0.1734 -0.2734
O 1.2352 1.0841 -0.4668
C 2.0920 0.1222 0.2222
C 0.8484 -0.7765 0.5243
O 0.4228 -1.0626 -0.7798
H -3.4015 0.2513 -0.2316
H -2.4692 -1.2393 -0.0785
H -1.2382 1.6867 -0.3025
H 2.5055 0.7543 0.9243
H 2.8318 -0.1362 -0.6076
H 0.7632 -1.4080 1.4517
*
```

Entry 12:
The following is a quantum chemistry calculation of a cluster of 2 separate species, C5H6O2 in total at a distorted geometry, from the OMol25 dataset.

Properties
Orbital gap, eV: 9.821
M, g/mol: 98.10
SMILES string: C=C=C1CO1.C=O
Relative energy (zero: lowest compared OMol25 entry of this formula, charge and spin), kJ/mol: 442.4
Highest occupied orbital energy, eV: -8.99

```
! RIJCOSX wB97M-V def2-TZVPD def2/J DEFGRID3
* xyz 0 1
C -1.4611 2.1343 0.6328
C -0.3894 1.4598 0.3536
C 0.6461 0.7707 0.0613
C 1.6234 0.1950 -0.8349
O 1.6891 0.0638 0.5798
H -1.4289 3.1981 0.8136
H -2.4225 1.6524 0.7104
H 1.3841 -0.7116 -1.3784
H 2.3797 0.8347 -1.2787
C -0.5069 -2.3992 0.0860
O -1.0843 -1.5039 0.6198
H -0.6950 -2.6965 -0.9609
H 0.2657 -2.9977 0.5956
*
```

Entry 13:
The following is a quantum chemistry calculation of the molecule C5H6O2, from the OMol25 dataset.

Properties
Orbital gap, eV: 8.191
M, g/mol: 98.10
Relative energy (zero: lowest compared OMol25 entry of this formula, charge and spin), kJ/mol: 410.4
Highest occupied orbital energy, eV: -8.01

```
! RIJCOSX wB97M-V def2-TZVPD def2/J DEFGRID3
* xyz 0 1
O 0.9048 -2.2550 -0.1069
C 0.3530 -1.1865 -0.0270
C -1.1629 -1.0340 0.1342
O -1.4989 0.2827 -0.2842
C -0.5202 0.7266 -1.0913
C 0.9559 1.1672 0.7326
C 1.0298 0.1520 -0.1993
H -1.4617 -1.1368 1.1803
H -1.6776 -1.7786 -0.4749
H -0.7032 1.8051 -1.2622
H 0.1993 1.1685 1.5144
H 1.6829 1.9745 0.7427
H 1.8987 0.1144 -0.8584
*
```

Entry 14:
The following is a quantum chemistry calculation of the molecule C5H6O2, from the OMol25 dataset.

Properties
Orbital gap, eV: 10.193
M, g/mol: 98.10
SMILES string: C#CO/C=C\CO
Relative energy (zero: lowest compared OMol25 entry of this formula, charge and spin), kJ/mol: 355.9
Highest occupied orbital energy, eV: -9.38

```
! RIJCOSX wB97M-V def2-TZVPD def2/J DEFGRID3
* xyz 0 1
C 1.8228 -0.7912 1.4587
C 1.6023 0.1450 0.7361
O 1.4634 1.2105 -0.0066
C 0.3399 1.4034 -0.7993
C -0.7081 0.6129 -1.0076
C -1.0438 -0.7421 -0.4240
O -1.6833 -0.6467 0.8355
H 2.0392 -1.6449 2.0600
H 0.4384 2.3769 -1.2645
H -1.4544 1.0567 -1.6622
H -0.1548 -1.3788 -0.3714
H -1.7614 -1.2360 -1.0840
H -1.0175 -0.3354 1.4640
*
```

Entry 15:
The following is a quantum chemistry calculation of a cluster of 3 separate species, C5H6O2 in total at a distorted geometry, from the OMol25 dataset.

Properties
Orbital gap, eV: 10.259
M, g/mol: 98.10
Relative energy (zero: lowest compared OMol25 entry of this formula, charge and spin), kJ/mol: 392.9
Highest occupied orbital energy, eV: -9.42

```
! RIJCOSX wB97M-V def2-TZVPD def2/J DEFGRID3
* xyz 0 1
O 1.0603 0.4934 2.7196
C 0.1928 0.3239 2.0071
C -2.0004 -0.8824 0.6502
O -1.5836 -1.7425 -0.0842
C 0.7250 -0.4611 -1.1417
C 0.5857 1.0556 -1.2304
C 1.6869 0.2266 -0.6128
H -2.0613 0.1732 0.3448
H -2.2748 -1.1018 1.6919
H 0.3582 -1.4283 -1.4419
H -0.1128 1.5896 -0.5635
H 0.7904 1.5740 -2.1845
H 2.6923 0.2033 -0.2308
*
```

Entry 16:
The following is a quantum chemistry calculation of the molecule C5H6O2, from the OMol25 dataset.

Properties
Orbital gap, eV: 10.533
M, g/mol: 98.10
SMILES string: C#CC(=O)[C@@H](C)O
Relative energy (zero: lowest compared OMol25 entry of this formula, charge and spin), kJ/mol: 204.7
Highest occupied orbital energy, eV: -10.58

```
! RIJCOSX wB97M-V def2-TZVPD def2/J DEFGRID3
* xyz 0 1
C -2.2871 -1.5012 0.5110
C -1.5221 -0.8300 -0.1319
C -0.5853 -0.0209 -0.8982
O -0.6134 0.0121 -2.1128
C 0.4269 0.8180 -0.1261
C 1.2257 -0.0187 0.8688
O 1.2843 1.4491 -1.0309
H -2.9712 -2.1043 1.0699
H -0.1671 1.5634 0.4321
H 1.9222 0.6344 1.4013
H 1.8069 -0.7773 0.3356
H 0.5692 -0.5082 1.5954
H 0.9112 1.2836 -1.9140
*
```

Entry 17:
The following is a quantum chemistry calculation of a structure of composition C5H6O2 at a distorted geometry, from the OMol25 dataset.

Properties
Orbital gap, eV: 9.314
M, g/mol: 98.10
Relative energy (zero: lowest compared OMol25 entry of this formula, charge and spin), kJ/mol: 563.1
Highest occupied orbital energy, eV: -8.82

```
! RIJCOSX wB97M-V def2-TZVPD def2/J DEFGRID3
* xyz 0 1
C -1.6443 -0.5814 0.2678
C -0.0742 -0.1922 0.0766
C 0.3958 1.0249 0.0915
C 1.7854 0.7373 -0.0387
C 1.8368 -0.5409 -0.1302
H -2.3321 0.5516 -1.4558
H -1.8874 -1.7621 -0.3302
H -2.0773 -0.9288 1.4223
H 0.0395 1.8299 0.5762
H 2.5583 1.5103 -0.0018
H 3.1292 -0.8646 -0.1014
O -2.4585 0.4229 -0.2256
O 0.7288 -1.2069 -0.1508
*
```

Entry 18:
The following is a quantum chemistry calculation of the molecule C5H6O2, from the OMol25 dataset.

Properties
Orbital gap, eV: 9.969
M, g/mol: 98.10
SMILES string: O=CC=C=CCO
Relative energy (zero: lowest compared OMol25 entry of this formula, charge and spin), kJ/mol: 228.2
Highest occupied orbital energy, eV: -9.82

```
! RIJCOSX wB97M-V def2-TZVPD def2/J DEFGRID3
* xyz 0 1
O 3.4146 -1.1009 -1.3859
C 2.2965 -0.7064 -1.1483
C 1.7095 -0.6517 0.2100
C 0.5419 -0.0653 0.3594
C -0.4461 0.7852 0.3920
C -1.9547 0.6612 0.4277
O -2.5026 -0.5111 -0.1160
H 1.6370 -0.2984 -1.9427
H 2.3184 -0.9799 1.0494
H -0.0558 1.8013 0.3896
H -2.2971 0.8312 1.4627
H -2.3617 1.4872 -0.1641
H -2.2999 -1.2524 0.4661
*
```

Entry 19:
The following is a quantum chemistry calculation of the molecule C5H6O2, from the OMol25 dataset.

Properties
Orbital gap, eV: 10.468
M, g/mol: 98.10
SMILES string: C#CC(=O)[C@@H](C)O
Relative energy (zero: lowest compared OMol25 entry of this formula, charge and spin), kJ/mol: 208.5
Highest occupied orbital energy, eV: -10.53

```
! RIJCOSX wB97M-V def2-TZVPD def2/J DEFGRID3
* xyz 0 1
C -1.5791 0.5679 2.3619
C -0.7399 0.6839 1.5050
C 0.3488 0.7588 0.5429
O 1.0197 1.7623 0.4023
C 0.6439 -0.4898 -0.2803
C -0.3535 -0.5926 -1.4388
O 1.9608 -0.4292 -0.7529
H -2.3143 0.4739 3.1322
H 0.5343 -1.3651 0.3746
H -0.1285 -1.4923 -2.0178
H -0.2436 0.2758 -2.0967
H -1.3893 -0.6487 -1.0868
H 2.2407 0.4952 -0.6457
*
```